Below is an isolated ion of composition C12H16NS and charge +1, with properties calculated with ωB97M-V/def2-TZVPD.

Last column: natural (NBO) charge in e.
CARTESIAN COORDINATES (ANGSTROEM)
C: 0.5028 -0.5243 3.3471  -0.222
C: -0.8382 -0.1460 3.6914  -0.111
C: 0.8244 -0.4576 2.0389  -0.189
C: -1.6825 0.1802 2.6907  -0.259
C: -0.0216 -0.2903 0.9619  0.008
C: -1.3020 0.0712 1.3899  -0.123
C: 0.6770 1.7453 -1.9255  -0.430
C: -0.5154 0.9594 -2.3933  -0.554
C: 0.8501 1.3830 -0.4635  -0.215
C: -0.6622 -0.1995 -1.4568  0.475
C: -1.0745 -1.6313 -1.7534  -0.746
C: 1.6261 -0.9156 -0.8945  -0.380
N: 0.4340 -0.0593 -0.3677  -0.316
S: -2.5247 0.5915 0.2191  0.131
H: 1.2120 -0.6861 4.0911  0.235
H: -1.0429 -0.1100 4.7864  0.241
H: 1.9384 -0.6413 1.8586  0.216
H: -2.6379 0.5436 2.7942  0.234
H: 1.4945 1.3211 -2.4500  0.215
H: 0.6241 2.8323 -2.1229  0.274
H: -1.4883 1.4245 -2.6853  0.291
H: -0.2058 0.5752 -3.3524  0.243
H: 1.8653 1.4594 0.0234  0.241
H: 0.2095 1.8346 0.3713  0.258
H: -1.7072 -1.9986 -0.9744  0.273
H: -0.3039 -2.3312 -1.9918  0.248
H: -1.7372 -1.4962 -2.5866  0.258
H: 1.2896 -1.9855 -0.5118  0.248
H: 1.6877 -0.7624 -1.9289  0.221
H: 2.5088 -0.6859 -0.4052  0.234

Force components x, y, z for each atom (eV/Å):
C -3.514 1.358 0.093
C 2.437 -0.866 2.021
C 4.564 -1.610 -1.536
C 0.800 -0.547 0.389
C -1.239 -0.014 2.967
C -0.554 0.340 -3.404
C -0.434 1.479 1.195
C -0.966 -0.896 -1.257
C 0.072 1.066 2.763
C -1.559 0.263 3.252
C -0.800 2.036 -0.224
C -3.679 -3.036 2.756
N 0.639 0.233 -2.633
S 2.505 -1.110 -1.989
H 1.091 -0.370 0.992
H -0.357 0.115 -1.154
H -1.495 0.218 -0.109
H -2.100 0.639 0.948
H 1.119 0.136 -0.530
H 0.072 -0.639 0.225
H 0.792 0.033 0.939
H -0.050 -0.610 -0.643
H -0.763 -0.080 -1.071
H 0.435 0.230 -1.956
H -0.089 -0.365 0.743
H 0.670 -0.209 -0.226
H -0.306 -0.375 -0.714
H 1.096 1.957 -1.460
H 0.058 -0.189 -1.385
H 1.554 0.814 1.008

Calculated values
orbital gap (alpha / beta): 0.2501 / 0.2469 hartree
LUMO level (alpha / beta): -4.920 / -4.988 eV
net charge: +1
M: 206.334 g mol⁻¹
energy above the lowest of the compared OMol25 structures with the same formula, charge and spin: 434.9 kJ/mol
electronic energy: -25019.0031 eV
strongest force on any atom: 5.5 eV/A

***

Below is a 4-piece molecular cluster, C12H16O2 overall, with properties calculated with ωB97M-V/def2-TZVPD.

Last column: natural (NBO) charge in e.
CARTESIAN COORDINATES (ANGSTROEM)
C: -2.9577 1.9725 2.4934  -0.611
C: -1.6971 1.9938 1.6048  -0.249
C: -0.8511 0.6126 -0.0823  0.200
C: -0.3393 1.5939 -0.7967  -0.249
C: 0.8266 1.3011 -1.5783  -0.213
C: 1.4559 0.0272 -1.3278  -0.016
C: 2.7157 -0.6570 -2.0491  -0.446
C: 3.4152 -1.1720 -0.7963  -0.182
C: 4.0565 -2.3065 -0.4761  -0.399
C: 0.8417 -0.7401 -0.2861  -0.223
C: -0.5314 -0.5667 0.1720  0.252
C: -2.4409 -1.7009 0.5492  -0.257
H: -3.3361 0.6869 3.2712  0.289
H: -2.4532 3.1733 3.3996  0.225
H: -4.2699 2.1395 1.2133  0.197
H: -0.6858 1.4425 2.2556  0.213
H: -0.9927 3.0433 1.1696  0.253
H: -1.0213 2.3726 -1.0282  0.240
H: 1.6348 1.8906 -2.1774  0.225
H: 3.1302 0.1205 -2.5477  0.220
H: 2.4762 -1.6264 -2.6101  0.227
H: 3.8253 -0.4317 -0.2496  0.190
H: 4.3231 -3.1862 -1.1811  0.196
H: 4.7962 -2.3617 0.4798  0.204
H: 1.1442 -1.8247 -0.1896  0.221
H: -2.3139 -1.9983 -0.5504  0.182
H: -2.8083 -2.3851 1.2729  0.191
H: -3.1996 -0.6928 0.7880  0.186
O: -2.1186 0.9672 0.4622  -0.566
O: -1.2831 -1.2809 1.0532  -0.501

Force components x, y, z for each atom (eV/Å):
C -0.232 1.215 0.871
C 2.412 -2.523 -0.039
C -7.281 6.053 0.504
C 3.940 1.150 -4.781
C 2.875 -0.818 0.500
C -2.135 -0.893 1.276
C -3.645 -3.424 3.896
C 2.472 -1.850 -2.255
C 2.536 -1.452 -0.036
C -1.631 -3.989 -1.568
C 6.277 -5.015 1.325
C -4.502 2.693 -0.857
H 1.489 4.191 -2.551
H -2.309 -3.409 -2.225
H 2.809 -0.063 3.205
H -3.154 1.290 -1.797
H -3.190 -2.916 1.162
H 0.028 1.070 0.033
H -2.655 0.012 0.640
H 2.116 1.794 -1.800
H -0.145 1.929 0.041
H 0.191 2.856 2.507
H -1.400 1.263 1.164
H -2.178 0.414 -2.209
H 0.336 1.377 0.246
H -0.894 0.109 1.611
H -0.471 -1.471 -0.159
H 1.329 -3.081 -1.700
O 2.145 3.654 2.294
O 4.868 -0.166 0.702

Calculated values
orbital gap: 0.3138 hartree
LUMO level: -0.259 eV
M: 192.258 g mol⁻¹
energy above the lowest of the compared OMol25 structures with the same formula, charge and spin: 1522.8 kJ/mol
electronic energy: -16782.6361 eV
strongest force on any atom: 9.5 eV/A

***

Below is one molecule with the formula C12H16Si, with properties calculated with ωB97M-V/def2-TZVPD.

Last column: natural (NBO) charge in e.
CARTESIAN COORDINATES (ANGSTROEM)
C: 3.2275 1.3147 -0.5799  -0.200
C: 2.4232 0.7758 -1.5841  -0.215
C: 3.0095 0.8994 0.6935  -0.224
C: 1.2030 0.1956 -1.2503  -0.179
C: 1.9786 0.0591 1.0173  -0.198
C: 1.0194 -0.3322 0.0502  -0.519
C: -2.6874 1.0898 0.3572  -0.460
C: -2.1039 0.2559 1.4950  -0.437
C: -1.6386 1.4728 -0.5681  -0.161
C: -1.7189 -1.1214 1.1593  -0.888
C: 0.4595 -3.3741 0.2994  -1.110
C: -1.8182 1.4814 -1.8756  -0.388
Si: -0.1847 -1.6384 0.5047  1.511
H: 4.1965 1.7786 -0.7761  0.217
H: 2.5051 1.1304 -2.5741  0.209
H: 3.7324 1.0907 1.4908  0.214
H: 0.5938 -0.0839 -2.1862  0.224
H: 1.7243 -0.2376 2.0764  0.217
H: -3.6125 0.6033 -0.0525  0.209
H: -3.2761 1.8719 0.7845  0.222
H: -2.7698 0.2984 2.4130  0.210
H: -1.1816 0.7951 1.9433  0.196
H: -0.7531 1.8548 -0.1520  0.200
H: -2.5389 -1.9538 1.1876  0.233
H: 1.6077 -3.1528 0.4581  0.248
H: 0.2663 -4.0500 1.1308  0.257
H: 0.1913 -3.8450 -0.5622  0.243
H: -2.7437 1.1465 -2.2516  0.180
H: -1.1104 1.6751 -2.6481  0.190

Force components x, y, z for each atom (eV/Å):
C 1.370 -1.115 -1.111
C -1.376 2.067 1.088
C 0.847 -0.174 2.103
C 0.441 -2.207 -1.545
C -2.396 -0.747 0.649
C 1.080 0.825 -0.249
C -2.018 -1.314 1.167
C 0.519 1.474 2.549
C -0.856 0.765 -1.648
C -0.148 -3.195 -0.871
C 2.821 1.840 3.314
C 0.164 -0.420 -0.005
Si -2.166 0.493 0.608
H -0.522 0.271 -0.286
H 0.539 0.064 -1.138
H -0.210 0.433 -0.287
H 0.452 0.304 2.011
H 0.910 0.229 -1.137
H 1.276 -0.472 -0.516
H 0.465 1.571 0.626
H 0.307 -0.316 -1.132
H -1.156 -0.542 -1.021
H 1.192 0.234 0.588
H 1.440 1.585 0.240
H -1.923 -0.743 -1.005
H -0.476 0.183 0.122
H -0.204 -1.199 -2.635
H -1.113 -0.426 -0.418
H 0.743 0.531 -0.061

Calculated values
orbital gap: 0.3038 hartree
LUMO level: 0.706 eV
M: 188.346 g mol⁻¹
energy above the lowest of the compared OMol25 structures with the same formula, charge and spin: 421.6 kJ/mol
electronic energy: -20577.5517 eV
strongest force on any atom: 4.7 eV/A

***

Below is C12H17AlCl2CsFIMgN2O19PS2 as an isolated structure, with properties calculated with ωB97M-V/def2-TZVPD.

Last column: Löwdin charge in e.
CARTESIAN COORDINATES (ANGSTROEM)
C: 1.3497 2.1460 0.2277  -0.117
S: 0.7053 0.9246 -0.9725  0.688
O: 0.4559 1.4982 -2.2479  -0.241
O: 1.6236 -0.1904 -0.9721  -0.344
C: -0.8379 0.3054 -0.1948  -0.112
C: -1.1001 -0.9818 -0.1825  -0.100
C: -2.4042 -1.4491 0.5136  -0.367
O: -2.3852 -2.4691 1.1703  -0.018
C: -3.5951 -0.5550 0.3485  -0.008
C: -3.3433 0.7488 0.3313  -0.337
P: -4.6629 2.0225 0.0897  0.569
O: -6.0331 1.1933 -0.3141  -0.370
I: -3.8906 3.2302 -1.8969  0.604
C: -1.8723 1.2033 0.5123  -0.367
O: -1.5897 2.1346 1.1672  0.173
H: 1.0011 1.7906 1.2117  0.070
H: 0.8106 3.0841 0.0103  0.021
H: 2.4418 2.2125 0.1709  0.081
H: -0.4425 -1.7300 -0.6400  -0.036
H: -4.6190 -0.9120 0.2205  0.125
H: -6.8137 1.7263 -0.1070  0.060
O: -0.2157 -2.3531 -2.5643  0.011
H: -0.1742 -2.0522 -3.4812  0.128
Al: -0.9553 -3.6079 -0.2048  1.084
O: 1.3946 5.3405 -0.5987  -0.667
S: 0.1813 5.5208 -1.4881  0.112
O: -0.6905 4.3720 -1.3456  -0.415
O: 0.6161 5.6535 -2.8761  -0.334
O: -0.5335 6.7462 -1.0838  -0.761
Mg: 1.9215 5.4907 1.5830  0.952
N: -4.5750 6.0480 0.7921  -0.617
O: -3.6277 6.1381 1.5785  0.085
O: -5.3297 5.0703 0.8718  -0.048
O: -4.7631 6.9043 -0.0613  0.076
C: 5.9911 -5.1225 0.9717  -0.035
O: 4.6154 -4.9158 0.6467  -0.011
C: 4.3844 -3.8297 -0.0990  -0.618
O: 5.2123 -3.0557 -0.4933  0.143
O: 3.0719 -3.7600 -0.3256  -0.012
C: 2.6589 -2.6379 -1.1204  -0.046
H: 6.0495 -6.0262 1.5737  0.095
H: 6.5825 -5.2649 0.0683  0.100
H: 6.3781 -4.2878 1.5547  0.100
H: 3.1085 -2.6774 -2.1111  0.115
H: 2.9039 -1.7000 -0.6267  0.082
H: 1.5777 -2.7067 -1.2245  0.016
Cl: 2.5264 -8.7436 2.6584  0.548
C: 1.9126 -7.5932 1.4448  -0.674
C: 0.4446 -7.7993 1.1556  -0.676
Cl: 0.1334 -9.3319 0.3034  0.547
H: 2.5151 -7.6972 0.5452  0.070
H: 2.0717 -6.5933 1.8478  0.068
H: 0.0817 -7.0000 0.5092  0.039
H: -0.1480 -7.7964 2.0684  0.069
F: -1.7324 -1.7261 -2.3429  -0.093
N: -2.3677 9.1933 0.9566  -0.601
O: -1.4071 8.5101 1.3549  -0.101
O: -3.5047 8.9449 1.3628  0.076
O: -2.1828 10.1158 0.1556  0.016
Cs: 1.0761 8.2973 -0.4018  1.201

Force components x, y, z for each atom (eV/Å):
C -1.483 -0.324 0.019
S 1.500 0.838 0.476
O -0.859 0.178 -0.007
O -0.575 -0.197 0.490
C 0.049 1.044 0.210
C -1.264 -0.183 1.147
C -0.471 2.648 -0.982
O 0.592 -2.062 -0.307
C 0.767 -1.132 0.109
C 0.250 0.708 -1.516
P -0.020 1.460 1.085
O 0.993 -0.638 -0.266
I 0.128 -0.627 0.358
C -1.422 -1.149 -1.678
O 0.803 1.433 1.076
H 0.376 0.016 -0.274
H 0.313 -0.176 -0.215
H -0.369 -0.202 -0.324
H 0.389 0.994 0.487
H 0.393 -0.376 0.260
H 0.219 0.049 0.097
O -4.003 1.396 0.636
H 0.126 0.307 -0.656
Al -0.433 -1.203 0.791
O 2.146 0.181 2.906
S -3.231 -0.644 -3.167
O 0.161 -0.966 0.984
O 1.015 0.239 0.668
O -0.990 -1.380 0.000
Mg -0.983 -0.264 -1.945
N -0.247 -0.123 -0.291
O 0.347 0.208 0.219
O -0.205 -0.360 0.107
O 0.056 0.151 -0.161
C 0.361 -0.150 0.152
O -0.190 0.056 -0.057
C 0.174 -0.164 0.129
O -0.069 0.016 -0.029
O -0.333 -0.141 -0.109
C 0.390 -0.016 0.183
H -0.234 0.009 -0.038
H -0.016 0.152 0.010
H 0.006 0.047 -0.145
H 0.103 0.028 0.011
H 0.111 -0.385 -0.143
H 0.123 -0.125 0.160
Cl -0.012 -0.004 -0.037
C 0.011 0.146 -0.006
C -0.012 0.044 0.031
Cl -0.019 0.016 0.015
H -0.031 -0.066 0.023
H -0.026 -0.012 -0.004
H 0.081 0.000 -0.044
H 0.066 -0.083 0.008
F 3.499 -1.986 -1.309
N -0.217 0.171 -0.244
O 0.275 -0.144 0.376
O 0.279 -0.095 0.243
O 0.147 0.005 -0.116
Cs 1.464 2.835 0.606

Calculated values
orbital gap: 0.0726 hartree
LUMO level: -4.818 eV
M: 989.371 g mol⁻¹
electronic energy: -133993.1182 eV
strongest force on any atom: 4.6 eV/A

***

The lowest strongest force on any atom belongs to which entry?
C12H17AlCl2CsFIMgN2O19PS2

***

Which of these has the highest strongest force on any atom?
C12H16O2

***

The highest electronic energy belongs to which entry?
C12H16O2

***

What is the strongest force on any atom in the first record?
5.5 eV/A